(1)
14
Properties=species:S:1:pos:R:3 method="wB97M-V/def2-TZVPD" orbital_gap_ev="6.202 / 6.202" e_tot_ha=-1309.281019 e_homo_ev="-10.20 / -10.20" relative_energy_ev=1.9387
C 2.3713 -0.0386 0.0417
C -2.0323 -1.2881 0.3102
N -0.3663 0.7092 -1.0303
N -0.5914 1.7886 -0.1583
O -0.1633 2.7622 -0.6999
O -1.1671 1.5556 0.8592
O 1.4087 0.6946 0.5026
F 3.0815 0.4894 -1.0073
F 1.9812 -1.2949 -0.3870
F -3.0356 -0.4637 0.5604
F -2.4321 -2.4725 -0.0525
F -1.2923 -1.4150 1.4299
S -0.9253 -0.7496 -1.1588
H 3.1631 -0.2772 0.7902

=====

(2)
9
Properties=species:S:1:pos:R:3 method="wB97M-V/def2-TZVPD" orbital_gap_ev="5.043 / 7.964" e_tot_ha=-826.603601 e_homo_ev="-8.68 / -10.67" relative_energy_ev=8.5053
C 1.2317 2.3216 3.2499
N 1.0131 2.1717 4.3719
N 0.8038 1.4919 0.4598
N 1.5379 2.3958 0.6280
O 1.5895 -0.5096 -1.4113
O -0.7707 0.1373 -1.4357
O 2.2021 3.2705 0.3202
S 0.7805 0.6282 -1.4943
H -1.5622 0.6936 -1.4509

=====

(3)
16
Properties=species:S:1:pos:R:3 method="wB97M-V/def2-TZVPD" orbital_gap_ev=9.889 e_tot_ha=-540.061140 smiles="C=C1N=C(C)C[SiH2]1" e_homo_ev=-9.05 relative_energy_ev=2.0996
C -1.6342 -0.5888 -0.2525
C 0.8306 -0.4384 -0.0159
C -2.5913 -1.3625 -0.7040
C 0.4748 0.9814 0.2539
C 2.3463 -0.7453 0.1481
N 0.0223 -1.3343 -0.3379
Si -1.4218 1.0570 0.6200
H -3.6389 -1.2070 -0.5837
H -2.4417 -2.2965 -1.0119
H 1.1174 1.3592 0.9855
H 0.6171 1.6177 -0.6257
H 2.8987 -0.1911 -0.7456
H 2.3942 -1.8130 -0.0176
H 2.8475 -0.4206 1.0841
H -2.1724 1.9737 -0.2132
H -1.8543 0.9643 1.9792

=====

(4)
64
Properties=species:S:1:pos:R:3 method="wB97M-V/def2-TZVPD" orbital_gap_ev="5.243 / 5.263" charge=-1 e_tot_ha=-4756.745369 e_homo_ev="-3.29 / -3.31" relative_energy_ev=0.0000
Ni 0.4653 1.5109 -0.1787
S 2.0746 1.1822 1.3836
S 2.4764 3.0754 1.9377
S 0.5024 3.9090 2.3389
S -0.7766 2.4916 1.6567
C 3.9600 1.8247 -2.5339
C 3.9163 0.6244 -3.2474
C 2.8448 -0.2297 -3.0701
C 1.8152 0.1172 -2.1884
C 1.8688 1.2969 -1.4302
C 2.9602 2.1438 -1.6294
C 0.5822 -0.6790 -2.0470
C 0.2863 -1.8113 -2.8614
C -0.9238 -2.4121 -2.7695
C -1.9019 -1.8913 -1.8880
C -3.2091 -2.4242 -1.7790
C -4.1150 -1.8604 -0.9294
C -3.7532 -0.7252 -0.1645
C -2.4969 -0.1972 -0.2457
C -1.5345 -0.7785 -1.1066
N -0.2847 -0.2253 -1.1674
H 4.7979 2.5006 -2.6714
H 4.7147 0.3623 -3.9309
H 2.8191 -1.1643 -3.6203
H 3.0440 3.0511 -1.0373
H 1.0311 -2.1800 -3.5513
H -1.1629 -3.2790 -3.3761
H -3.4791 -3.2803 -2.3880
H -5.1119 -2.2755 -0.8438
H -4.4798 -0.2678 0.4956
H -2.2126 0.6794 0.3231
I -2.3191 2.9978 -5.2384
C -1.3026 3.5798 -3.5089
C -0.8848 4.8867 -3.3376
C -0.2224 5.2009 -2.1628
C 0.0061 4.2056 -1.2238
N -0.3932 2.9504 -1.4098
C -1.0462 2.6376 -2.5235
H -1.0757 5.6376 -4.0928
H 0.1114 6.2109 -1.9672
H 0.5046 4.4089 -0.2802
H -1.3729 1.6098 -2.6264
C -1.8085 -3.5885 2.2987
C -1.4914 -2.5367 3.3677
Sb -0.2723 -0.9229 2.5217
C 1.5462 -2.1131 2.5738
C 1.9333 -2.6118 1.1776
C 0.0627 0.0799 4.3950
C 0.5581 -0.7991 5.5411
H -2.4660 -4.3801 2.6721
H -0.8945 -4.0711 1.9384
H -2.2981 -3.1385 1.4289
H -0.9737 -2.9923 4.2158
H -2.4146 -2.0885 3.7494
H 1.3862 -2.9449 3.2658
H 2.3296 -1.4690 2.9761
H 1.1310 -3.1997 0.7199
H 2.8302 -3.2391 1.1986
H 2.1380 -1.7691 0.5104
H -0.8733 0.5805 4.6511
H 0.7821 0.8647 4.1559
H -0.1342 -1.6145 5.7643
H 0.6786 -0.2146 6.4591
H 1.5280 -1.2460 5.3103